1.
Formula: BrFHP
Source: OMol25
Level of theory: ωB97M-V/def2-TZVPD

Last column: Löwdin charge in e.
Atoms and positions in Å:
Br 1.39731 1.06321 -0.05174  0.094
P -0.02239 -0.47981 0.69989  0.413
F -0.00507 -1.37162 -0.65200  -0.503
H -1.36985 0.78822 0.00385  -0.004

## Properties
Relative energy (zero: lowest compared OMol25 entry of this formula, charge and spin)   34.6 kcal per mole

***

2.
Formula: C18H29N2O5P2STl
Source: OMol25
Level of theory: ωB97M-V/def2-TZVPD

Last column: Löwdin charge in e.
Atoms and positions in Å:
Tl -0.00641 0.41572 -0.39724  0.258
S -1.05761 0.39002 2.85486  0.806
P -2.01921 -0.40858 -1.12084  0.778
P 1.91959 1.60542 -0.16804  0.761
O 0.60439 -3.31408 -0.89114  -0.136
O -0.56311 -3.27688 -3.35544  -0.107
O 1.58709 -1.90718 1.57366  0.030
O -2.47111 0.17862 2.30046  -0.382
O -0.68301 1.87682 2.77136  -0.393
N -0.02841 1.32782 -2.35594  -0.042
N -0.04261 -0.34438 1.62616  -0.203
C 1.62399 2.91152 -1.47884  -0.248
C 0.82229 2.35772 -2.63494  -0.290
C 0.89569 2.90042 -3.92394  -0.019
C -0.17971 -1.47608 6.37076  -0.059
C 3.54159 0.85432 -0.61604  -0.240
C 0.74079 -1.29278 2.20056  -0.557
C -3.52021 0.62102 -0.83364  -0.232
C -0.85041 0.82692 -3.32544  -0.279
C 1.14809 -2.37328 4.52306  0.017
C -0.81071 -0.58228 5.49646  -0.032
C 2.28619 2.56582 1.35496  -0.233
C -0.82941 1.36502 -4.62134  -0.013
C 0.51269 -1.47598 3.65886  -0.128
C -1.72901 -0.34198 -2.95954  -0.249
C 0.05759 2.40192 -4.92904  -0.040
C -2.58881 -2.11838 -0.77894  -0.217
C -0.44591 -0.60898 4.15396  -0.248
C 0.79569 -2.37008 5.88706  -0.047
H -2.65931 -0.34158 -3.55524  0.108
H -1.49771 0.95192 -5.38224  0.119
H -3.73861 0.62922 0.24736  0.035
H 1.00059 3.66962 -0.96454  0.104
H -1.55971 0.11332 5.85386  0.121
H 0.25149 -3.15268 -3.87434  0.051
H -0.78931 1.71052 0.32506  -0.030
H 3.77759 0.07292 0.12586  0.053
H 0.84919 -0.88778 -1.08194  -0.021
H 1.38819 3.14692 1.61866  0.042
H 1.59269 3.71892 -4.12614  0.117
H -3.45521 -2.39938 -1.40104  0.058
H 2.54469 3.41092 -1.82784  0.101
H -0.44391 -1.47498 7.42076  0.105
H 4.35759 1.59822 -0.64244  0.046
H -1.19821 -1.30158 -3.17734  0.074
H -1.74331 -2.79568 -0.96924  0.017
H -4.39551 0.23602 -1.38634  0.051
H 3.15839 3.23212 1.23586  0.051
H 1.90209 -3.05758 4.15616  0.121
H 2.47729 1.84442 2.16726  0.054
H -2.85571 -2.17398 0.28996  0.056
H 0.09399 2.81982 -5.94014  0.114
H 3.43479 0.36992 -1.60034  0.045
H 0.70589 -2.31478 -0.90144  -0.052
H 1.27689 -3.05568 6.57176  0.103
H -0.20661 -3.44278 -2.44104  0.000
H -3.29641 1.65362 -1.14654  0.047
H 0.31799 -3.48828 0.02406  0.053

## Properties
Relative energy (zero: lowest compared OMol25 entry of this formula, charge and spin)   83.5 kcal per mole

***

3.
Formula: C35H38F10LaN9O6S
Source: OMol25
Level of theory: ωB97M-V/def2-TZVPD

Last column: Löwdin charge in e.
Atoms and positions in Å:
La -0.12466 0.29517 0.28718  1.980
S 5.25220 0.55038 1.20260  0.543
F -3.29065 3.70049 1.80985  0.127
F -4.60552 0.84785 -0.73280  0.076
F -5.38989 2.78113 -0.06846  0.158
F -4.25828 1.57815 1.35292  0.163
F -1.85422 3.70204 -2.11649  0.143
F -1.34843 4.05650 0.72543  0.122
F -4.06627 3.87278 -2.16553  0.108
F 0.40942 1.25970 2.10864  -0.641
F -3.23414 5.02171 0.02251  0.085
F -3.08354 1.97233 -2.70112  0.166
O -0.77425 -4.23919 -0.07841  -0.011
O -1.94485 1.69528 -0.26399  -0.317
O -0.24631 -2.08322 0.16019  -0.241
O 6.02073 -0.54645 1.68495  -0.318
O 5.48726 1.04431 -0.11918  -0.358
O -2.47646 -1.09219 -0.51252  -0.112
N -1.65587 -1.61562 3.35917  -0.081
N -1.15464 -0.40873 -4.12394  0.016
N 2.01740 -1.22267 1.77047  0.051
N 2.13462 -1.12245 -1.20170  -0.017
N 5.40972 4.99224 5.07604  0.066
N 3.62980 -0.62688 3.35709  0.106
N 3.66243 0.30791 1.21960  -0.102
N 1.61979 2.18663 -0.25426  -0.111
N 1.33903 1.10737 -3.15767  -0.154
C -0.47841 0.56734 -4.90319  -0.314
C 2.85524 -0.76576 -2.41159  -0.253
C -4.87651 -3.60526 3.24187  -0.106
C -3.41927 -2.84712 0.89914  -0.128
C -1.01950 -3.01830 -0.01115  -0.563
C 1.96181 -0.16919 -3.49436  -0.210
C -3.97342 -4.45204 2.64618  -0.101
C 1.63523 -2.22601 2.59334  -0.111
C -2.99635 3.03346 -1.90197  -0.517
C 5.33624 3.24986 1.85782  -0.068
C 3.07974 -0.46943 2.11994  -0.491
C 0.29680 1.58699 -4.11442  -0.191
C -1.51397 -0.89038 2.46467  -0.362
C -2.92495 2.58572 -0.40068  -0.318
C -4.00319 -5.18939 -2.48106  -0.109
C -5.11576 -2.34450 2.62706  -0.087
C 5.48163 3.97090 4.18335  -0.354
C 5.68633 2.63320 4.59273  -0.037
C -3.25855 -4.08005 1.51344  -0.051
C -4.78225 -4.51829 -3.42089  -0.118
C 5.79735 1.62707 3.66070  -0.070
C 2.16783 2.26154 -2.69373  -0.148
C -4.45834 -1.99296 1.44697  -0.017
C -3.21668 -4.53037 -1.59174  -0.037
C 3.23557 -1.52515 4.20365  -0.164
C 5.52289 1.93503 2.31647  -0.261
C -3.16583 -3.12699 -1.55783  -0.097
C -4.61537 -3.13683 -3.51851  -0.100
C 5.27572 4.22184 2.81612  -0.061
C -2.69817 3.85395 0.57762  -0.400
C 2.26382 -2.47230 3.82989  -0.060
C -2.59048 -2.46992 -0.31241  -0.317
C 1.54145 2.96353 -1.44255  -0.266
C -3.77783 -2.45451 -2.62557  -0.025
C -4.33994 1.97087 0.07904  -0.470
H -0.42665 2.18004 -3.52073  0.101
H -2.47307 -4.76191 1.17965  0.102
H 2.52923 1.67471 -0.09508  0.066
H 2.62991 -0.01085 -4.37031  0.117
H -1.26083 1.10112 -5.48834  0.113
H -4.73171 -1.03832 0.99494  0.088
H 3.72001 -1.49182 5.15649  0.087
H -3.66159 -1.40226 -2.71692  0.087
H -2.65219 -5.09301 -0.86325  0.097
H 1.75420 -2.06228 -1.26749  0.074
H 0.82182 -2.81636 2.13477  0.097
H 5.82010 0.59106 3.90282  0.083
H 5.09735 5.26388 2.51197  0.105
H -5.28297 -3.82619 4.18634  0.070
H 2.71290 -1.17711 -0.38155  0.024
H 0.44999 3.10071 -1.63604  0.091
H 2.19389 3.03161 -3.51464  0.110
H -4.07060 -6.29528 -2.43780  0.105
H 5.14782 3.41694 0.81875  0.099
H 5.48283 5.95248 4.71968  0.095
H 0.19848 0.11889 -5.63082  0.098
H -5.48069 -5.04307 -4.11472  0.098
H 3.19397 1.96706 -2.49687  0.105
H 1.92603 -3.27120 4.53190  0.094
H -5.08260 -2.57788 -4.30246  0.083
H 5.82849 4.81446 6.00083  0.098
H -0.87951 -0.49418 -3.15900  0.065
H 0.75295 2.30450 -4.83516  0.113
H -3.64281 -5.35847 3.16001  0.098
H 5.78134 2.41697 5.66657  0.106
H 1.16710 -0.85981 -3.78845  0.099
H -1.31965 -1.29987 -4.54044  0.070
H 3.65651 -0.03403 -2.13147  0.104
H 3.38754 -1.65571 -2.82925  0.116
H 1.50333 2.73894 0.60742  0.082
H -5.73114 -1.58455 3.12943  0.097
H -3.37929 -0.70321 -0.66340  0.087
H 1.93222 3.99289 -1.34631  0.110

## Properties
Net charge   -2
Relative energy (zero: lowest compared OMol25 entry of this formula, charge and spin)   26.0 kcal per mole

***

4.
Formula: C14H21N3O5
Source: OMol25
Level of theory: ωB97M-V/def2-TZVPD

Last column: Löwdin charge in e.
Atoms and positions in Å:
O 6.23983 0.27704 -0.59329  0.031
O 2.01586 3.09637 0.26393  0.112
O -2.00252 -1.14748 2.10610  0.122
O -0.55967 -1.02102 0.42537  0.089
O 1.06007 1.16905 -0.34431  0.092
N 4.28817 2.01516 0.92915  0.055
N 5.74809 -1.80919 -1.30448  0.172
N -3.93458 -2.53753 0.65457  0.063
C -5.18820 2.38057 0.02665  -0.093
C -3.79650 2.35739 0.02498  -0.072
C 3.43544 1.16467 0.09961  -0.300
C -3.08556 -1.17975 -1.20107  -0.107
C -3.81889 0.07729 -0.79209  -0.230
C -1.75559 -1.38072 0.95411  -0.492
C -2.72703 -2.08677 -0.00318  -0.323
C -3.11788 1.21316 -0.38145  -0.028
C -5.89666 1.25309 -0.37767  -0.086
C 4.68819 -0.98660 0.73681  -0.111
C -5.21519 0.10942 -0.78405  -0.053
C 3.32765 -0.30563 0.51569  -0.135
C 2.03821 1.79132 -0.01122  -0.491
C 5.63648 -0.77678 -0.43140  -0.537
H 2.74623 -0.83320 -0.24640  0.119
H 5.18152 -0.55940 1.61563  0.119
H -6.98315 1.26313 -0.37822  0.101
H 4.18140 1.78221 1.91407  0.102
H -2.02868 1.20100 -0.37372  0.114
H -4.37711 -1.73064 1.09110  0.081
H 5.24294 -2.67184 -1.19157  0.104
H 4.53336 -2.05200 0.93877  0.114
H 2.93480 3.31486 0.54414  0.096
H -2.17950 -0.91258 -1.75996  0.117
H -3.68203 -3.14672 1.42783  0.084
H -5.71848 3.27507 0.34212  0.100
H 3.85828 1.21356 -0.91056  0.158
H -3.70877 -1.77619 -1.87388  0.121
H 6.32904 -1.68769 -2.11810  0.113
H 5.25893 1.84526 0.67263  0.076
H -3.23602 3.23261 0.34217  0.106
H -5.76825 -0.77400 -1.09663  0.113
H 2.74753 -0.38006 1.44449  0.131
H -0.50738 -1.30670 -0.49682  0.103
H -2.20438 -2.96976 -0.39989  0.151

## Properties
Relative energy (zero: lowest compared OMol25 entry of this formula, charge and spin)   0.0 kcal per mole

***

5.
Formula: C4H10NO2
Source: OMol25
Level of theory: ωB97M-V/def2-TZVPD

Last column: Löwdin charge in e.
Atoms and positions in Å:
O -0.84398 -0.87044 -0.19055  0.024
O 2.27039 0.53284 -0.22766  0.034
N 1.60764 -2.01865 0.24117  0.213
C 0.00012 1.55101 0.26014  0.006
C -2.49602 0.92668 -0.00944  0.061
C 1.61486 1.50371 -0.06947  -0.163
C -1.30097 0.43374 -0.01720  -0.298
H 1.83886 -2.98850 -0.03500  0.147
H 0.63230 -1.49331 -0.06573  0.143
H -1.58174 -1.34908 0.03568  0.077
H 0.04789 1.64848 1.31486  0.083
H 1.72289 -2.08270 1.32606  0.186
H -3.21689 0.14746 -0.17294  0.073
H -2.99777 1.91218 0.21585  0.123
H 2.09916 2.51129 -0.09430  0.140
H -0.52493 2.41403 -0.11055  0.083
H 2.20447 -1.22129 -0.02424  0.069

## Properties
Net charge   +1
Relative energy (zero: lowest compared OMol25 entry of this formula, charge and spin)   82.3 kcal per mole

***

6.
Formula: C4H11N2O
Source: OMol25
Level of theory: ωB97M-V/def2-TZVPD

Last column: Löwdin charge in e.
Atoms and positions in Å:
O -2.23237 -0.58790 -0.41095  -0.328
N -0.49986 0.37736 1.03209  -0.032
N -0.22668 0.46596 -2.05283  -0.011
C 1.68871 -0.55089 1.10501  -0.095
C 0.45497 -0.35746 0.23002  -0.475
C 0.82063 0.36738 -1.04835  -0.283
C -1.95248 0.40295 0.41870  -0.527
H -0.71572 -0.16716 1.83975  0.054
H 1.14057 1.37365 -0.89575  0.095
H 0.07754 -1.32924 -0.07416  0.121
H 1.65963 -0.16032 -1.48285  0.092
H -2.57107 0.36673 1.34382  0.071
H 2.56128 -0.87879 0.51633  0.064
H -2.02491 1.40253 -0.07986  0.068
H -1.07752 0.76568 -1.57396  0.019
H 1.52554 -1.38558 1.79835  0.064
H -0.48467 -0.47167 -2.30532  0.045
H 1.85643 0.36676 1.63997  0.058

## Properties
Net charge   -1
Relative energy (zero: lowest compared OMol25 entry of this formula, charge and spin)   20.3 kcal per mole

***

no.,LUMO (eV),frontier orbital gap (Ha),strongest force on any atom (eV/A)
1,-0.41,0.3410,4.44
2,0.19,0.2132,8.29
3,4.09,0.2592,3.28
4,0.34,0.3448,0.49
5,-3.32,0.3797,7.13
6,4.13,0.2553,1.57